A 18-piece molecular cluster, C90H90N18 overall in a non-equilibrium geometry. Source: the Open Molecules 2025 dataset; level of theory: ωB97M-V/def2-TZVPD.

Each line ends with the Löwdin charge.
Element x y z (Å)
N: 0.995 3.776 -2.722  0.080
C: 0.061 2.838 -3.052  -0.169
C: 0.295 1.591 -3.551  -0.116
C: 1.594 1.145 -3.656  -0.071
C: 2.616 2.025 -3.267  -0.046
C: 2.261 3.308 -2.721  -0.147
H: -0.989 3.087 -3.107  0.077
H: -0.456 0.878 -3.856  0.086
H: 1.782 0.141 -4.007  0.100
H: 3.635 1.854 -3.581  0.082
H: 3.060 3.997 -2.491  0.081
N: -0.096 -5.618 5.391  0.056
C: -1.292 -5.996 4.896  -0.165
C: -1.898 -5.349 3.857  -0.100
C: -1.277 -4.360 3.139  -0.081
C: -0.046 -3.921 3.590  -0.082
C: 0.511 -4.559 4.726  -0.122
H: -1.807 -6.804 5.395  0.100
H: -2.831 -5.755 3.495  0.097
H: -1.613 -3.949 2.198  0.091
H: 0.711 -3.295 3.141  0.075
H: 1.490 -4.330 5.120  0.091
N: -4.517 -0.879 0.578  0.069
C: -4.777 -0.365 1.800  -0.189
C: -5.270 -1.100 2.845  -0.086
C: -5.309 -2.513 2.738  -0.020
C: -4.807 -3.020 1.507  -0.084
C: -4.473 -2.236 0.441  -0.138
H: -4.635 0.706 1.825  0.107
H: -5.591 -0.521 3.698  0.105
H: -5.567 -3.247 3.487  0.104
H: -4.800 -4.092 1.377  0.097
H: -4.143 -2.525 -0.546  0.095
N: 0.274 -0.677 4.149  0.061
C: -1.006 -0.692 3.734  -0.152
C: -2.141 -0.287 4.464  -0.034
C: -1.857 0.148 5.771  -0.080
C: -0.573 0.064 6.278  -0.074
C: 0.451 -0.427 5.477  -0.132
H: -1.062 -0.990 2.698  0.077
H: -3.070 -0.335 3.916  0.065
H: -2.620 0.608 6.382  0.104
H: -0.446 0.317 7.320  0.106
H: 1.476 -0.297 5.789  0.083
N: 2.924 -9.879 2.390  0.045
C: 2.901 -9.445 1.066  -0.132
C: 2.667 -8.149 0.672  -0.067
C: 2.499 -7.181 1.688  -0.096
C: 2.523 -7.530 3.012  -0.050
C: 2.727 -8.940 3.280  -0.158
H: 3.001 -10.242 0.344  0.094
H: 2.610 -8.044 -0.401  0.081
H: 2.227 -6.195 1.341  0.097
H: 2.441 -6.781 3.786  0.082
H: 2.858 -9.396 4.250  0.096
N: -2.886 -7.473 -3.459  0.055
C: -2.640 -7.797 -4.747  -0.148
C: -2.883 -6.946 -5.812  -0.088
C: -3.315 -5.680 -5.576  -0.100
C: -3.531 -5.262 -4.267  -0.065
C: -3.312 -6.186 -3.242  -0.137
H: -2.160 -8.749 -4.921  0.100
H: -2.592 -7.302 -6.789  0.104
H: -3.466 -5.017 -6.415  0.092
H: -4.072 -4.341 -4.107  0.100
H: -3.568 -5.973 -2.215  0.092
N: -3.390 2.668 -3.187  0.052
C: -3.370 1.575 -4.040  -0.142
C: -3.919 1.585 -5.332  -0.070
C: -4.451 2.777 -5.815  -0.083
C: -4.459 3.868 -4.976  -0.077
C: -3.941 3.805 -3.693  -0.133
H: -2.867 0.724 -3.606  0.074
H: -3.972 0.684 -5.924  0.088
H: -4.791 2.792 -6.840  0.109
H: -4.825 4.777 -5.429  0.105
H: -3.960 4.618 -2.983  0.098
N: -0.188 -2.003 0.458  0.055
C: 0.817 -1.168 0.909  -0.149
C: 0.989 0.135 0.358  -0.029
C: 0.031 0.544 -0.628  -0.056
C: -1.101 -0.268 -0.911  -0.047
C: -1.107 -1.589 -0.437  -0.158
H: 1.507 -1.419 1.701  0.070
H: 1.729 0.865 0.650  0.088
H: 0.174 1.565 -0.951  0.071
H: -1.818 0.133 -1.612  0.080
H: -1.813 -2.251 -0.916  0.085
N: 3.946 0.674 5.181  0.058
C: 5.110 1.130 5.700  -0.147
C: 5.990 1.869 4.926  -0.076
C: 5.705 2.060 3.585  -0.072
C: 4.511 1.606 3.056  -0.079
C: 3.633 0.907 3.865  -0.140
H: 5.353 1.285 6.741  0.101
H: 6.889 2.222 5.410  0.100
H: 6.329 2.625 2.908  0.077
H: 4.171 1.787 2.047  0.090
H: 2.725 0.448 3.501  0.074
N: 3.391 -5.676 -2.530  0.057
C: 2.268 -6.441 -2.682  -0.149
C: 0.964 -6.008 -2.284  -0.080
C: 0.841 -4.754 -1.731  -0.078
C: 2.019 -3.990 -1.488  -0.060
C: 3.256 -4.483 -1.868  -0.152
H: 2.343 -7.459 -3.034  0.092
H: 0.163 -6.719 -2.416  0.090
H: -0.143 -4.363 -1.517  0.086
H: 1.896 -3.037 -0.996  0.074
H: 4.121 -3.839 -1.821  0.078
N: -8.034 2.111 -3.097  0.052
C: -8.733 2.054 -1.971  -0.198
C: -8.195 1.751 -0.741  -0.075
C: -6.842 1.307 -0.543  -0.053
C: -6.075 1.313 -1.718  -0.069
C: -6.689 1.718 -2.954  -0.092
H: -9.721 2.468 -2.102  0.099
H: -8.722 1.718 0.201  0.089
H: -6.374 0.929 0.354  0.061
H: -5.045 0.993 -1.663  0.068
H: -6.212 1.740 -3.922  0.068
N: -2.601 9.104 -2.066  0.034
C: -1.706 10.033 -2.433  -0.142
C: -0.371 9.645 -2.597  -0.067
C: 0.003 8.305 -2.422  -0.122
C: -0.871 7.343 -2.073  -0.050
C: -2.227 7.830 -1.885  -0.125
H: -2.128 11.026 -2.496  0.098
H: 0.405 10.330 -2.909  0.093
H: 1.026 8.074 -2.678  0.100
H: -0.610 6.310 -1.896  0.087
H: -3.005 7.118 -1.651  0.080
N: -1.391 6.428 1.768  0.071
C: -0.476 5.484 1.600  -0.148
C: -0.811 4.250 1.051  -0.091
C: -2.054 4.003 0.582  -0.100
C: -3.007 4.980 0.693  -0.061
C: -2.622 6.195 1.341  -0.151
H: 0.550 5.615 1.910  0.092
H: -0.007 3.534 0.971  0.095
H: -2.177 3.023 0.147  0.100
H: -4.021 4.880 0.336  0.096
H: -3.334 7.003 1.413  0.099
N: 5.392 -2.868 0.203  0.043
C: 4.595 -2.335 1.158  -0.155
C: 4.172 -2.985 2.372  -0.033
C: 4.536 -4.374 2.486  -0.081
C: 5.353 -4.969 1.506  -0.076
C: 5.682 -4.248 0.345  -0.113
H: 4.405 -1.300 0.912  0.081
H: 3.648 -2.564 3.217  0.084
H: 4.410 -4.883 3.430  0.094
H: 5.548 -5.992 1.789  0.100
H: 6.176 -4.786 -0.451  0.098
N: 5.450 2.349 -1.600  0.053
C: 5.738 1.001 -1.580  -0.117
C: 6.569 0.415 -0.604  -0.077
C: 7.141 1.247 0.360  -0.085
C: 6.821 2.607 0.319  -0.086
C: 5.985 3.158 -0.670  -0.133
H: 5.330 0.223 -2.208  0.094
H: 6.757 -0.623 -0.375  0.079
H: 7.713 0.761 1.137  0.108
H: 7.390 3.126 1.076  0.090
H: 5.722 4.198 -0.800  0.097
N: -1.612 -1.577 -5.529  0.058
C: -2.219 -1.979 -6.673  -0.155
C: -1.840 -3.079 -7.357  -0.114
C: -0.780 -3.765 -6.847  -0.097
C: -0.101 -3.354 -5.699  -0.044
C: -0.565 -2.213 -4.986  -0.120
H: -3.035 -1.406 -7.090  0.096
H: -2.326 -3.315 -8.292  0.113
H: -0.342 -4.590 -7.390  0.109
H: 0.702 -3.996 -5.369  0.096
H: -0.143 -2.012 -4.013  0.092
N: 3.454 4.837 1.589  0.051
C: 2.977 4.899 0.313  -0.186
C: 2.615 6.099 -0.314  -0.070
C: 2.680 7.338 0.383  -0.074
C: 3.180 7.377 1.699  -0.028
C: 3.579 6.042 2.223  -0.116
H: 2.792 3.918 -0.099  0.079
H: 2.183 5.833 -1.268  0.070
H: 2.366 8.277 -0.050  0.092
H: 3.233 8.301 2.255  0.093
H: 3.851 5.958 3.265  0.084
N: 0.989 5.273 5.329  0.044
C: 1.389 4.020 4.985  -0.133
C: 0.454 3.086 4.527  -0.081
C: -0.879 3.420 4.463  -0.100
C: -1.310 4.705 4.799  -0.074
C: -0.335 5.643 5.247  -0.118
H: 2.447 3.801 4.981  0.091
H: 0.751 2.137 4.106  0.079
H: -1.599 2.757 4.005  0.096
H: -2.299 5.116 4.665  0.094
H: -0.668 6.577 5.675  0.094

Forces on atoms 1 to 2 (eV/Å):
N 0.15 -1.82 0.72
C -0.51 1.38 -0.86

Properties
Spin multiplicity: 1
F_max (eV/Å): 4.03
E (eV): -121602.787
Highest occupied orbital energy (eV): -9.12
Energy relative to the best compared isomer or geometry (same formula, charge and spin) (kcal per mole): 76.1
E_LUMO (eV): 0.2
Molecular weight (g/mol): 1423.8
Total charge: 0